ORCA calculation (the ωB97M-V functional and the def2-TZVPD basis) on 6 unconnected molecules or ions with the total composition C8H21F2N3O8 in a non-equilibrium geometry.

Geometry as ORCA input:
```
! wB97M-V def2-TZVPD RIJCOSX def2/J DEFGRID3
* xyz 2 1
N 4.413 6.340 13.994
H 3.810 6.990 14.477
H 3.787 5.651 13.602
H 5.042 6.109 14.750
H 4.807 6.933 13.278
N 9.026 10.001 16.204
H 8.384 10.629 16.666
H 9.905 10.458 16.009
H 8.604 9.887 15.293
H 9.050 9.124 16.704
N 4.400 8.616 19.083
H 5.019 7.936 18.663
H 4.839 9.510 19.251
H 3.992 8.238 19.925
H 3.633 8.860 18.472
C 8.080 4.096 18.658
C 8.025 5.540 18.086
O 7.113 5.883 17.309
O 8.949 6.340 18.407
H 7.048 3.820 18.872
H 8.637 4.106 19.595
H 8.636 3.507 17.929
C 8.831 7.242 22.625
C 10.112 6.522 22.980
O 9.641 5.733 24.116
C 8.461 6.219 24.573
O 7.754 5.806 25.481
O 8.144 7.304 23.821
F 10.915 7.494 23.417
H 8.112 6.661 22.048
H 8.925 8.161 22.045
H 10.602 5.958 22.187
C 10.252 1.045 14.771
C 9.397 -0.065 15.300
O 8.352 0.151 14.372
C 8.286 1.487 14.101
O 7.415 2.051 13.428
O 9.364 2.101 14.559
F 9.012 0.224 16.530
H 10.743 0.756 13.842
H 10.971 1.366 15.525
H 9.925 -1.014 15.213
*
```

Values from the calculation:
- HOMO-LUMO gap (eV) = 5.1409
- molar mass (u) = 325.26
- calculated total energy (Eh) = -1282.66540